DFT (ωB97M-V with the def2-TZVPD basis set) results for a 3-piece molecular cluster, C23H49N2O7PS overall.

Structure (XYZ):
```
83
Properties=species:S:1:pos:R:3:forces:R:3:mulliken_spin:R:1
C 0.744 0.741 -0.186 0.00 -0.20 -0.05 0.000
O 0.378 -0.541 0.293 0.01 -0.06 0.15 0.000
C -0.593 -1.192 -0.501 0.04 0.01 0.04 -0.001
C -1.504 -1.999 0.417 0.31 0.01 0.03 0.000
O -2.599 -1.237 0.868 -0.05 -0.08 0.27 0.000
C -3.787 -1.409 0.136 -0.07 0.34 -0.24 0.000
S -4.639 0.171 -0.118 -0.30 0.02 0.23 0.000
C 0.104 -2.079 -1.546 -0.15 0.07 -0.04 0.007
P -0.904 -2.234 -3.035 -0.31 0.06 0.35 0.002
O -2.331 -1.960 -2.804 -0.10 0.02 0.11 0.000
O -0.285 -1.240 -4.113 0.18 -0.34 0.00 0.000
O -0.596 -3.689 -3.623 0.24 0.39 -0.14 0.000
H 1.745 0.960 0.172 0.05 0.04 0.13 0.000
H 0.043 1.490 0.184 -0.05 0.13 -0.05 0.000
H 0.773 0.761 -1.278 0.00 0.05 -0.10 0.000
H -1.227 -0.449 -0.989 -0.01 0.09 -0.14 0.001
H -0.917 -2.272 1.296 0.02 -0.03 0.05 0.000
H -1.815 -2.923 -0.073 -0.23 -0.01 -0.09 0.000
H -4.502 -2.002 0.707 -0.06 -0.12 -0.02 0.000
H -3.610 -1.853 -0.840 0.13 -0.12 -0.02 0.000
H -3.645 0.824 -0.724 0.15 -0.08 -0.14 0.000
H 0.278 -3.075 -1.134 0.11 -0.03 0.12 0.000
H 1.074 -1.651 -1.790 0.11 -0.02 -0.17 -0.004
H -0.964 -0.582 -4.283 -0.12 0.26 -0.28 0.000
H -0.540 -4.300 -2.884 0.00 -0.40 -0.04 0.000
C 4.392 -4.476 -3.471 0.06 0.03 0.07 0.015
C 4.083 -3.038 -3.926 -0.15 -0.85 0.07 0.013
C 4.940 -2.664 -5.134 0.27 0.24 -0.07 0.025
C 6.413 -2.463 -4.780 -0.06 0.00 0.09 -0.017
C 6.568 -1.438 -3.656 -0.04 0.00 -0.36 0.026
C 5.718 -1.744 -2.419 0.45 -0.35 0.66 0.003
N 4.312 -2.053 -2.823 0.12 0.94 -0.90 0.386
O 3.599 -0.989 -2.968 -0.12 -0.30 0.39 0.552
C 6.333 -2.904 -1.616 -0.08 -0.09 -0.08 0.023
C 5.703 -0.531 -1.496 -0.09 0.19 0.00 -0.005
C 2.609 -3.000 -4.296 -0.11 0.17 -0.11 -0.033
H 3.952 -5.178 -4.178 -0.07 0.06 -0.05 0.001
H 5.452 -4.708 -3.429 -0.02 0.04 0.01 0.002
H 3.958 -4.674 -2.489 0.00 0.02 0.01 -0.010
H 4.553 -1.738 -5.570 -0.05 0.01 0.08 0.002
H 4.831 -3.440 -5.895 -0.03 -0.04 0.01 0.002
H 6.876 -3.413 -4.499 -0.02 -0.01 0.02 0.000
H 6.952 -2.114 -5.662 0.02 -0.01 0.00 0.001
H 7.613 -1.374 -3.348 0.01 0.02 0.05 0.001
H 6.292 -0.451 -4.040 -0.09 -0.01 0.04 0.003
H 5.651 -3.230 -0.829 -0.02 0.00 -0.01 -0.011
H 7.254 -2.567 -1.141 -0.01 0.10 0.00 0.001
H 6.596 -3.767 -2.221 -0.03 0.04 0.00 0.001
H 5.377 0.370 -2.011 -0.06 -0.05 -0.01 0.002
H 6.713 -0.361 -1.123 0.05 -0.05 0.01 0.000
H 5.044 -0.696 -0.643 -0.01 -0.02 -0.01 -0.002
H 1.997 -3.204 -3.420 -0.02 -0.02 0.03 0.010
H 2.394 -3.764 -5.042 0.08 -0.09 0.01 -0.001
H 2.308 -2.040 -4.708 0.02 0.02 0.09 0.004
C -4.970 3.963 6.143 -0.01 -0.09 -0.05 0.019
C -3.955 4.521 5.129 -0.41 -0.03 0.74 0.009
C -4.677 5.272 4.010 -0.08 -0.02 -0.33 0.031
C -5.441 4.344 3.067 0.07 -0.05 0.06 -0.021
C -4.521 3.263 2.499 -0.09 0.37 -0.08 0.033
C -3.746 2.488 3.566 -0.33 -0.81 0.19 0.002
N -3.114 3.436 4.538 0.26 0.78 -1.02 0.393
O -1.982 3.884 4.114 -0.02 -0.28 0.35 0.542
C -4.672 1.491 4.284 -0.07 0.09 0.09 0.032
C -2.656 1.660 2.903 0.30 0.01 -0.12 -0.021
C -3.049 5.475 5.898 0.19 0.12 -0.05 -0.003
H -5.360 4.780 6.749 0.07 0.07 -0.01 0.001
H -5.831 3.484 5.685 0.04 0.01 -0.01 0.001
H -4.494 3.247 6.813 0.01 -0.01 -0.01 -0.011
H -3.940 5.838 3.431 0.07 -0.05 0.04 0.004
H -5.353 6.003 4.458 0.00 0.01 0.05 0.000
H -6.292 3.890 3.580 0.01 -0.01 0.03 0.000
H -5.861 4.928 2.245 -0.02 -0.01 0.00 0.002
H -5.095 2.549 1.906 0.02 -0.06 -0.01 0.001
H -3.806 3.734 1.816 0.07 0.00 0.08 0.001
H -4.169 1.051 5.145 0.01 0.01 0.01 -0.016
H -4.929 0.685 3.596 0.08 0.01 -0.07 -0.001
H -5.612 1.923 4.618 0.05 0.00 -0.01 0.001
H -2.005 2.265 2.274 0.01 0.06 0.10 0.006
H -3.111 0.900 2.269 -0.08 0.01 0.04 0.002
H -2.034 1.156 3.644 -0.02 0.04 0.03 -0.006
H -2.488 4.943 6.667 0.00 -0.02 -0.01 -0.003
H -3.664 6.233 6.383 -0.07 -0.02 0.02 0.000
H -2.341 5.981 5.247 0.01 -0.08 -0.02 0.002
```
Forces are in eV/Å.

The charge is 0. Its LUMO energy (alpha / beta) is 0.33 / 0.24 eV. The value obtained for the frontier orbital gap (alpha / beta) is 0.3023 / 0.3377 Ha. The spin multiplicity is 3. Its expectation value of S² is 2.0083.

---

DFT (ωB97M-V with the def2-TZVPD basis set) results for C23H49N3O9S as an isolated structure.

Structure (XYZ):
```
85
Properties=species:S:1:pos:R:3:forces:R:3:mulliken_charge:R:1
C 0.043 -0.564 -1.564 -0.05 0.03 0.01 -1.236
C 0.198 -0.376 -0.049 -0.02 -0.11 -0.13 0.848
C 1.665 -0.278 0.415 0.05 0.00 0.05 -0.620
C 2.196 -1.544 1.096 -0.08 -0.06 -0.08 -0.571
C 2.670 -2.577 0.066 -0.07 0.01 -0.08 -0.346
C 2.598 -4.040 0.521 0.08 0.00 0.20 -1.022
C 1.306 -4.783 0.137 -0.15 0.17 -0.07 -0.823
C 0.212 -4.829 1.228 0.07 0.03 0.12 -0.682
C -1.046 -3.964 1.007 0.03 -0.03 -0.07 -0.069
C -2.328 -4.621 1.571 -0.01 0.07 0.09 -1.154
C -3.428 -4.919 0.534 0.04 -0.02 -0.14 -0.955
C -4.555 -3.908 0.597 -0.08 0.14 0.04 -0.024
O -5.647 -4.263 -0.292 0.10 -0.15 0.03 -0.451
S -5.545 -3.368 -1.588 -0.26 0.17 -0.23 1.115
O -6.839 -3.169 -2.131 0.28 -0.12 0.02 -0.612
O -4.448 -3.816 -2.382 -0.22 0.12 0.05 -0.550
O -5.122 -2.047 -0.806 0.02 -0.12 -0.07 -0.428
C -4.163 -2.446 0.192 0.34 -0.09 0.27 1.263
C -4.253 -1.508 1.379 -0.07 0.07 0.01 -1.383
O -3.465 -0.332 1.289 0.06 -0.07 -0.19 -0.258
O -3.558 0.198 -0.037 -0.17 -0.07 0.12 -0.257
H -0.960 -0.300 -1.911 0.04 -0.07 0.07 0.379
H 0.235 -1.598 -1.870 0.03 0.09 0.02 0.261
H 0.755 0.073 -2.100 -0.10 -0.03 0.03 0.265
H -0.354 0.518 0.257 0.08 -0.05 -0.06 0.402
H -0.290 -1.216 0.464 0.00 0.19 -0.06 -0.779
H 2.310 -0.074 -0.446 -0.08 0.11 0.19 -0.083
H 1.793 0.581 1.080 -0.06 -0.09 -0.01 0.418
H 1.414 -1.996 1.724 0.04 0.13 -0.02 0.241
H 3.023 -1.283 1.765 -0.05 -0.10 -0.03 0.419
H 3.698 -2.336 -0.224 -0.11 0.07 0.00 0.345
H 2.064 -2.455 -0.841 0.12 -0.10 0.06 0.164
H 3.462 -4.580 0.121 -0.11 0.00 -0.03 0.406
H 2.697 -4.075 1.614 0.15 -0.04 -0.12 0.377
H 1.555 -5.811 -0.140 0.00 0.07 0.05 0.381
H 0.895 -4.318 -0.769 0.03 -0.13 0.06 0.406
H -0.107 -5.867 1.362 0.01 0.08 -0.07 0.499
H 0.668 -4.533 2.181 -0.09 -0.14 -0.03 0.405
H -0.898 -2.982 1.470 -0.01 -0.10 -0.10 -0.142
H -1.171 -3.776 -0.068 0.00 -0.05 0.10 0.320
H -2.052 -5.559 2.061 -0.04 0.09 -0.02 0.559
H -2.751 -3.995 2.367 0.06 -0.10 0.00 0.586
H -3.879 -5.901 0.705 0.07 0.08 0.02 0.362
H -3.008 -4.929 -0.477 -0.09 -0.02 0.08 0.376
H -5.004 -3.924 1.595 0.00 0.08 -0.09 0.439
H -3.169 -2.410 -0.262 -0.03 -0.04 0.11 0.135
H -5.311 -1.253 1.552 0.06 -0.06 -0.05 0.315
H -3.868 -2.011 2.270 -0.03 0.08 -0.05 0.449
H -4.467 0.541 -0.080 0.11 0.04 0.01 0.266
C 6.404 2.039 -1.457 -0.01 0.01 0.12 -1.439
C 4.964 1.611 -1.600 0.05 0.01 -0.02 0.912
O 4.287 1.282 -0.635 0.07 0.06 -0.03 -0.599
N 4.439 1.618 -2.850 -0.04 -0.05 -0.05 -0.064
C 5.078 1.997 -4.095 -0.08 -0.02 0.03 -0.877
H 6.672 1.967 -0.406 -0.02 -0.02 0.00 0.255
H 7.070 1.401 -2.039 0.00 0.03 -0.03 0.445
H 6.516 3.067 -1.803 0.10 -0.02 -0.09 0.318
H 3.475 1.325 -2.885 0.00 0.02 0.02 0.141
H 4.558 2.837 -4.555 0.03 0.03 0.01 0.282
H 5.083 1.159 -4.793 0.04 0.00 0.00 0.306
H 6.100 2.311 -3.913 -0.01 0.02 0.00 0.310
C 6.361 7.380 -2.788 0.02 -0.02 -0.02 -1.431
C 6.016 5.996 -2.287 -0.04 0.05 0.03 0.924
O 6.002 5.030 -3.035 0.00 -0.03 -0.02 -0.602
N 5.713 5.861 -0.971 0.00 -0.04 0.03 -0.081
C 5.683 6.886 0.051 0.00 0.01 -0.02 -0.921
H 6.570 7.304 -3.851 0.00 0.00 0.00 0.302
H 5.534 8.073 -2.632 0.00 0.00 0.01 0.381
H 7.238 7.778 -2.277 0.00 0.01 0.00 0.369
H 5.468 4.921 -0.700 -0.01 0.00 -0.01 0.134
H 6.386 6.661 0.854 0.01 0.00 -0.01 0.295
H 4.685 6.981 0.483 -0.01 0.00 -0.01 0.293
H 5.957 7.845 -0.378 0.00 0.01 0.02 0.353
C -5.237 2.065 3.215 -0.01 -0.02 0.04 -0.902
C -6.605 2.032 3.860 0.03 0.00 -0.05 0.717
O -6.773 1.615 4.991 0.00 -0.01 0.01 -0.641
N -7.655 2.482 3.119 -0.05 0.00 0.00 -0.153
C -7.642 3.011 1.772 0.02 -0.01 0.01 -0.775
H -4.520 1.674 3.930 -0.01 0.00 0.00 0.273
H -5.209 1.446 2.318 0.03 0.02 -0.01 0.049
H -4.950 3.080 2.938 0.00 0.00 -0.02 0.414
H -8.539 2.428 3.600 0.01 0.00 0.01 0.217
H -8.012 4.037 1.746 0.01 0.01 0.01 0.284
H -8.257 2.407 1.103 0.01 -0.01 0.00 0.274
H -6.627 3.013 1.387 0.00 0.01 -0.02 0.280
```
Forces are in eV/Å.

The charge is 0. Its LUMO energy is 0.38 eV. The value obtained for the frontier orbital gap is 0.3562 Ha. Its energy above the lowest of the compared OMol25 structures with the same formula, charge and spin is 0.0 kJ/mol. The spin multiplicity is 1.

---

no.,electronic energy (eV)
1,-62081.359
2,-58376.461